Below is a single C6H10O molecule in a non-equilibrium geometry, with properties calculated with ωB97M-V/def2-TZVPD.

```
17
Properties=species:S:1:pos:R:3:forces:R:3:mulliken_charge:R:1
C -0.25405 -1.05772 2.76871 0.8 1.4 -1.5 -1.0561
C -0.55759 -0.62724 1.33249 1.3 3.6 -1.5 -0.0437
C -0.08670 0.45188 0.51994 -0.5 -4.0 1.0 -0.4444
C -0.77473 0.93391 -0.76929 1.0 -3.3 -1.0 -0.5002
C 0.42212 0.89444 -1.87634 -1.2 6.3 1.8 -0.6417
C 1.17425 -0.29636 -2.05481 3.0 -2.1 -1.0 0.0687
O 2.40033 -0.41480 -2.10716 -1.9 0.6 0.6 -0.4938
H 0.53279 -1.75570 2.94625 0.6 -0.7 -0.2 0.2989
H 0.05107 -0.12097 3.21442 -0.1 0.0 0.8 0.3188
H -1.16811 -1.44215 3.16125 -0.5 -0.1 0.6 0.3087
H -1.52048 -0.96288 1.08534 -1.3 -0.3 -0.8 0.2722
H 0.99773 0.69009 0.45617 -0.7 0.4 1.1 0.3109
H -1.44115 0.16329 -1.27982 0.2 0.6 1.4 0.2926
H -1.41193 1.79581 -0.54542 0.8 0.4 -0.8 0.3667
H -0.09121 1.06218 -2.84790 0.5 0.2 0.3 0.3566
H 1.13880 1.82628 -1.60004 -1.4 -2.2 -1.0 0.2624
H 0.58885 -1.14006 -2.40379 -0.5 -0.8 0.2 0.3232
```
Positions in Å, forces in eV/Å.

Summary:
* SMILES: C/C=C/CCC=O
* energy: -309.74910 hartree
* Kohn-Sham gap: 10.03 eV

Below is a molecular structure, C6H10O in a non-equilibrium geometry, with properties calculated with ωB97M-V/def2-TZVPD.

```
17
Properties=species:S:1:pos:R:3:forces:R:3:mulliken_charge:R:1
O 1.17202 -1.34082 1.63455 0.2 0.1 -0.4 -0.5086
C 1.59266 -1.09217 0.52688 0.0 -0.1 0.3 -0.0305
C 1.61244 0.29818 -0.06833 0.2 0.0 0.0 -0.5889
C 0.44042 1.10511 0.45972 -0.1 -0.3 -0.1 -0.5820
C -0.77249 0.73166 -0.38684 0.1 -1.0 -0.3 0.1788
C -0.81730 -1.20679 -0.82256 -0.8 1.6 0.5 -0.7999
C -2.03214 0.49446 0.15489 0.1 -0.8 -0.3 -0.8623
H 2.05805 -1.88130 -0.09511 -0.1 0.0 0.1 0.3858
H 2.57916 0.75589 0.16889 0.0 0.0 0.1 0.3893
H 1.53833 0.21245 -1.15746 0.2 0.0 0.2 0.3125
H 0.66251 2.18500 0.41087 -0.4 -0.3 -0.3 0.3075
H 0.27450 0.87211 1.51806 0.0 -0.1 -0.2 0.3371
H -0.76017 1.22073 -1.36587 0.0 -0.5 0.0 0.3259
H -1.35866 -1.51483 -1.75068 0.0 1.1 0.5 0.2602
H -1.11647 -1.96052 -0.06449 0.3 1.0 0.3 0.3068
H -2.93621 0.72077 -0.39972 0.1 -0.2 -0.1 0.2854
H -2.13664 0.40007 1.23719 0.1 -0.4 -0.3 0.2829
```
Positions in Å, forces in eV/Å.

Summary:
* energy: -309.68394 hartree
* Kohn-Sham gap: 8.71 eV

Below is a single C6H10O molecule, with properties calculated with ωB97M-V/def2-TZVPD.

```
17
Properties=species:S:1:pos:R:3:forces:R:3:mulliken_charge:R:1
C -1.99055 -0.37678 0.30612 0.0 0.0 0.0 -1.4710
C -1.14267 0.74468 -0.25563 -0.1 0.0 0.0 0.2189
C -0.00183 1.29736 0.55192 0.0 0.2 0.2 -0.7954
C 0.28708 0.52645 -0.70158 0.1 0.0 -0.1 0.0524
C 0.98318 -0.81287 -0.60818 -0.1 0.0 0.0 -0.7573
C 2.20435 -0.79574 0.28603 0.2 0.2 0.0 -0.0277
O 2.87924 0.18016 0.50638 -0.3 -0.4 -0.1 -0.4726
H -2.76480 0.02335 0.96939 0.1 0.0 -0.1 0.3609
H -1.39865 -1.08367 0.89875 -0.1 0.1 -0.1 0.3190
H -2.49106 -0.94687 -0.48587 0.1 0.1 0.1 0.3220
H -1.70764 1.45409 -0.85962 0.2 -0.1 0.1 0.3890
H 0.23148 2.35819 0.55469 -0.2 -0.2 0.0 0.2641
H 0.20469 0.80489 1.50071 0.0 0.0 -0.2 0.2379
H 0.59585 1.13918 -1.54430 0.0 -0.1 0.1 0.4114
H 1.33791 -1.12895 -1.59927 0.0 0.0 0.1 0.3395
H 0.31278 -1.60960 -0.26682 0.1 0.1 0.0 0.2605
H 2.46062 -1.77386 0.74727 0.1 0.1 -0.1 0.3485
```
Positions in Å, forces in eV/Å.

Summary:
* SMILES: C[C@H]1C[C@H]1CC=O
* energy: -309.81301 hartree
* Kohn-Sham gap: 10.72 eV

Below is a single C6H10O molecule in a non-equilibrium geometry, with properties calculated with ωB97M-V/def2-TZVPD.

```
17
Properties=species:S:1:pos:R:3:forces:R:3:mulliken_charge:R:1
C 0.47349 1.87347 0.36885 0.0 0.0 0.0 -1.2772
C 0.40414 0.88952 -0.80595 0.0 0.0 -0.1 0.1846
C -0.96651 0.14401 -0.77879 -0.3 0.0 0.2 -0.8205
C -0.28608 -0.86046 0.16245 -0.3 0.3 0.6 0.4948
C -0.62993 -2.02091 0.95270 -0.1 -0.7 -0.3 -0.5178
O -0.68228 -0.74663 1.55911 0.5 0.3 -0.3 -0.4743
C 1.03519 -0.48432 -0.46747 0.0 -0.4 -0.1 -0.6765
H 0.17657 1.37007 1.29481 0.1 0.1 -0.1 0.2716
H 1.47289 2.29645 0.51800 -0.1 -0.1 -0.1 0.3372
H -0.22449 2.70530 0.21088 0.1 -0.1 0.0 0.3298
H 0.70805 1.37872 -1.74046 -0.2 -0.2 0.1 0.3791
H -1.78642 0.63776 -0.26328 -0.1 0.2 -0.2 0.3624
H -1.27426 -0.19422 -1.77538 0.1 -0.2 0.3 0.2607
H -1.56202 -2.55008 0.79320 -0.1 0.0 0.2 0.2530
H 0.20758 -2.62303 1.30658 -0.2 -0.2 -0.1 0.2327
H 0.89574 -1.21622 -1.29046 0.9 0.7 -0.3 0.2464
H 2.03833 -0.59943 -0.04477 -0.3 0.1 0.3 0.4140
```
Positions in Å, forces in eV/Å.

Summary:
* SMILES: C[C@H]1C[C@]2(CO2)C1
* energy: -309.76937 hartree
* Kohn-Sham gap: 11.04 eV

Below is a single C6H10O molecule in a non-equilibrium geometry, with properties calculated with ωB97M-V/def2-TZVPD.

```
17
Properties=species:S:1:pos:R:3:forces:R:3:mulliken_charge:R:1
C 1.91621 0.76214 -0.29516 0.1 0.2 -0.2 -0.4401
C 1.35130 -0.41982 -1.06560 0.0 -0.1 -0.3 -0.5849
C 0.56202 -0.74615 0.21316 -0.1 -0.2 -0.1 0.0176
C -0.94901 -0.59932 0.11946 0.1 0.0 -0.1 -0.1411
C -1.84150 -0.10571 1.22180 0.0 0.0 0.2 -0.6220
C -1.64626 0.71924 -0.02216 0.0 0.2 -0.1 -0.5742
O 1.33270 0.25504 0.93452 0.0 0.1 0.1 -0.4918
H 3.00612 0.80501 -0.44747 -0.1 -0.1 1.1 0.2819
H 1.55548 1.78331 -0.45239 -0.3 -0.2 -0.4 0.2539
H 2.14392 -1.15830 -1.20087 -0.1 0.1 -0.3 0.2771
H 0.86144 -0.20431 -2.01325 -0.3 -0.2 0.1 0.2841
H 0.76752 -1.73740 0.64200 0.0 0.2 -0.1 0.3948
H -1.37019 -1.41533 -0.47359 0.2 0.2 0.1 0.3712
H -1.37814 0.24678 2.13781 0.0 0.0 -0.1 0.2495
H -2.80463 -0.59497 1.36006 0.3 0.1 0.0 0.2658
H -2.46942 0.79614 -0.72866 0.2 0.0 0.1 0.2658
H -1.03757 1.61367 0.07033 -0.1 -0.1 0.0 0.1926
```
Positions in Å, forces in eV/Å.

Summary:
* SMILES: C1C[C@H](C2CC2)O1
* energy: -309.77682 hartree
* Kohn-Sham gap: 10.77 eV

Below is 2 unconnected molecules or ions with the total composition C6H10O, with properties calculated with ωB97M-V/def2-TZVPD.

```
17
Properties=species:S:1:pos:R:3:forces:R:3:mulliken_charge:R:1
C 2.51235 0.82312 -0.28307 -0.1 0.0 0.0 -0.7778
C 2.21857 -0.63049 -0.41400 0.2 0.2 0.2 -0.1916
O 0.19598 -0.31215 0.50947 0.2 0.1 0.1 -0.3247
C -1.01660 -1.02810 0.77665 -0.1 -0.2 0.2 -0.2790
C -2.11110 0.03981 0.81508 -0.1 0.0 0.1 -0.6097
C -1.72148 0.42069 -0.64920 0.0 0.1 -0.1 -0.5786
C -0.65204 -0.66305 -0.59332 0.0 -0.1 -0.4 -0.2167
H 1.91414 1.45577 -0.94987 0.1 -0.1 0.0 0.1984
H 2.53509 1.26103 0.72369 0.0 -0.1 -0.1 0.2803
H 3.54720 0.85585 -0.67572 -0.1 -0.1 0.0 0.3715
H 2.60199 -1.10346 0.51360 -0.1 0.0 -0.1 0.0739
H -0.93548 -1.96410 1.31889 0.0 0.1 -0.1 0.4772
H -1.96124 0.80811 1.57846 -0.1 -0.1 -0.1 0.2543
H -3.12161 -0.37108 0.88678 0.2 0.0 0.0 0.2891
H -2.51673 0.21335 -1.36992 0.1 0.0 0.1 0.2684
H -1.32220 1.42582 -0.80912 -0.1 -0.1 0.0 0.2378
H -0.16683 -1.23112 -1.37841 -0.1 0.1 0.1 0.5270
```
Positions in Å, forces in eV/Å.

Summary:
* energy: -309.62912 hartree
* Kohn-Sham gap: 9.04 eV

Below is a single C6H10O molecule, with properties calculated with ωB97M-V/def2-TZVPD.

```
17
Properties=species:S:1:pos:R:3:forces:R:3:mulliken_charge:R:1
O 2.09298 -0.90269 2.15036 0.1 0.0 -0.4 -0.4787
C 2.35987 -0.87308 0.97402 0.0 0.0 0.1 -0.0114
C 1.56630 -0.13245 -0.07495 0.0 0.0 0.1 -0.5980
C 0.32870 0.57767 0.47587 0.0 0.0 0.1 -0.7966
C -0.78215 0.69420 -0.54570 0.1 0.1 -0.1 -0.0521
C -1.55989 -0.54527 -0.89190 0.0 -0.2 -0.1 -0.5518
C -2.21533 0.56490 -0.11719 -0.1 0.1 0.1 -0.6438
H 3.23679 -1.43370 0.58266 0.0 0.1 0.1 0.3522
H 2.25542 0.55662 -0.58559 -0.1 -0.1 0.1 0.3715
H 1.28520 -0.87429 -0.83824 0.0 0.1 0.1 0.3383
H 0.60663 1.56838 0.85557 -0.1 -0.1 0.0 0.3878
H -0.03269 0.01367 1.34437 0.0 0.1 -0.1 0.2919
H -0.59173 1.38708 -1.36471 0.0 -0.1 0.1 0.3946
H -1.86459 -0.70754 -1.92170 0.0 0.1 0.2 0.2586
H -1.30328 -1.45689 -0.35493 -0.1 0.2 -0.1 0.2396
H -2.96513 1.16426 -0.62628 0.1 -0.1 0.1 0.2692
H -2.41709 0.39915 0.93833 0.1 0.0 -0.2 0.2287
```
Positions in Å, forces in eV/Å.

Summary:
* SMILES: O=CCCC1CC1
* energy: -309.81578 hartree
* Kohn-Sham gap: 10.85 eV

Below is a molecular structure, C6H10O, with properties calculated with ωB97M-V/def2-TZVPD.

```
17
Properties=species:S:1:pos:R:3:forces:R:3:mulliken_charge:R:1
C 2.07076 0.52995 0.09733 0.0 -0.1 0.0 -1.4338
C 0.66963 0.14174 -0.30448 0.2 0.4 -0.1 0.9910
C -0.23840 -1.46599 0.56826 -0.2 -0.2 -0.1 -0.8894
C -1.07979 -1.06001 -0.49326 -0.1 -0.1 0.2 0.0684
C -1.69769 0.29446 -0.27675 0.0 0.0 0.0 -0.4494
C -0.45820 1.04389 0.24135 0.0 0.0 0.0 -0.8552
O 0.48558 -0.29541 -1.50428 0.1 0.1 0.0 -0.6608
H 2.24771 1.54542 -0.28566 -0.1 -0.1 0.1 0.3597
H 2.79972 -0.14050 -0.36158 -0.1 0.1 0.1 0.3611
H 2.20472 0.54785 1.18297 -0.1 0.0 -0.1 0.3146
H -0.52872 -1.17072 1.57509 0.1 0.1 -0.2 0.2571
H 0.27063 -2.42329 0.48952 0.0 0.2 0.0 0.3102
H -1.37598 -1.69149 -1.32691 0.1 0.1 0.1 0.3318
H -2.50998 0.25086 0.45732 0.1 0.0 -0.1 0.3050
H -2.08318 0.71275 -1.20783 0.0 -0.1 0.1 0.2980
H -0.34792 2.05066 -0.18251 0.0 -0.1 0.0 0.3913
H -0.42889 1.12984 1.33140 0.0 0.0 -0.2 0.3004
```
Positions in Å, forces in eV/Å.

Summary:
* energy: -309.72865 hartree
* Kohn-Sham gap: 8.32 eV

HOMO energy (eV)
-9.147, -8.277, -9.668, -9.992, -9.607, -8.000, -9.783, -7.892